1.
DFT (wB97M-V/def2-TZVPD) results for C34H34N8O3PmSi as an isolated structure.

Output
⟨S²⟩: 6.005
HOMO level (alpha / beta) in eV: -9.5 / -9.5
Kohn-Sham gap (alpha / beta) in eV: 6.4 / 6.4
E in Eh: -2877.68901

Geometry as ORCA input:
```
! RIJCOSX wB97M-V def2-TZVPD def2/J DEFGRID3
* xyz 1 5
Pm -0.72705 -0.36003 0.27928
O -0.09257 2.67626 4.74641
C 1.11490 2.52815 4.19595
C 2.11226 3.41896 4.60089
C 3.37262 3.36212 4.04992
C 3.68673 2.39828 3.09027
C 2.72510 1.49709 2.70169
C 1.42882 1.53905 3.23788
C 0.45405 0.57510 2.72537
O 0.80776 -0.34225 1.90813
N -0.81992 0.69757 3.14836
N -1.68382 -0.05239 2.42943
C -2.90208 -0.17938 2.79521
C -3.79767 -0.88694 1.88734
C -5.14397 -1.04954 2.19723
C -5.97125 -1.70136 1.30052
C -5.42350 -2.18371 0.12121
C -4.07361 -1.98169 -0.10923
N -3.26572 -1.34582 0.73582
H -0.69724 2.01589 4.33953
H 1.84700 4.15317 5.35016
H 4.11994 4.08061 4.36052
H 4.67684 2.36574 2.65661
H 2.94869 0.74030 1.96103
H -3.28872 0.23327 3.72274
H -5.52786 -0.66158 3.13136
H -7.02301 -1.83099 1.51629
H -6.03333 -2.70082 -0.60567
H -3.61304 -2.34029 -1.02339
C -0.55830 4.32323 0.44949
Si -1.30879 2.96850 -0.62770
C -2.75793 2.16792 0.33139
C -2.12512 3.75412 -2.14934
N -0.25414 1.62496 -0.87579
C 0.95422 1.74384 -1.53500
C 1.35970 2.88622 -2.24570
C 2.58853 2.97843 -2.87210
C 3.48792 1.92853 -2.80726
C 3.12579 0.77883 -2.12095
C 1.88181 0.68265 -1.52823
O 1.49667 -0.47428 -0.79989
C 2.31013 -1.59065 -0.95703
C 2.94327 -2.11837 0.15708
C 3.77227 -3.22185 0.01382
C 3.96693 -3.79671 -1.23350
C 3.32303 -3.26506 -2.34330
C 2.49423 -2.16251 -2.21094
H -1.22871 5.18208 0.52215
H 0.39001 4.67538 0.03701
H -0.36036 3.96289 1.46216
H -3.68617 2.70306 0.12494
H -2.59851 2.21461 1.40985
H -2.93118 1.12691 0.02166
H -2.53402 4.73402 -1.89413
H -2.95200 3.14056 -2.51482
H -1.43087 3.89863 -2.97949
H 0.67815 3.72676 -2.28879
H 2.84865 3.88420 -3.40477
H 4.46126 2.00003 -3.27129
H 3.82885 -0.03859 -2.04403
H 2.79016 -1.64881 1.12023
H 4.27920 -3.62425 0.88121
H 4.63266 -4.64334 -1.34028
H 3.48644 -3.69787 -3.32266
H 2.01478 -1.71787 -3.07576
N 0.15404 -4.63755 -1.02991
C 0.45505 -4.96220 0.26707
C 0.15888 -3.85668 1.00427
N -0.32962 -2.87673 0.18514
C -0.31894 -3.37249 -1.04140
C -0.74602 -2.58332 -2.17320
N -1.15178 -1.33157 -2.02773
C -1.46323 -0.87529 -3.28050
C -1.24720 -1.86381 -4.19299
N -0.79389 -2.94313 -3.47565
H 0.27990 -5.24686 -1.81980
H 0.85846 -5.91975 0.54431
H 0.26046 -3.69742 2.06440
H -1.80152 0.13627 -3.43140
H -1.37486 -1.88927 -5.26049
H -0.53864 -3.83117 -3.87120
*
```

---

2.
DFT (wB97M-V/def2-TZVPD) results for C34H35BCsN14O6S as an isolated structure.

Output
⟨S²⟩: 0.761
HOMO level (alpha / beta) in eV: -3.5 / -3.5
Kohn-Sham gap (alpha / beta) in eV: 6.8 / 6.4
E in Eh: -2978.10428
Relative energy (zero: lowest compared OMol25 entry of this formula, charge and spin) in kcal per mole: 0.0

Geometry as ORCA input:
```
! RIJCOSX wB97M-V def2-TZVPD def2/J DEFGRID3
* xyz -2 2
Cs -0.69431 0.41875 -0.35736
C 3.46333 -2.11310 -1.89243
C 2.12947 -1.72902 -1.66183
N 1.92764 -1.43168 -0.38895
N 3.11607 -1.61162 0.22437
C 4.05344 -2.01972 -0.65336
B 3.30080 -1.32472 1.71672
N 1.95028 -1.34303 2.44308
C 1.30408 -2.42638 2.92530
C 0.03820 -2.03494 3.29653
C -0.00002 -0.66158 2.99485
N 1.14765 -0.25177 2.47568
N 3.97954 0.04565 1.97301
C 3.89494 0.79780 3.09007
C 4.88910 1.75142 3.03565
C 5.53261 1.49626 1.80892
N 4.98715 0.46434 1.18311
N 4.26587 -2.39853 2.29823
C 5.41356 -2.19352 2.97869
C 5.95624 -3.42279 3.28017
C 5.04519 -4.33775 2.72434
N 4.03605 -3.71773 2.13360
H 3.92122 -2.41208 -2.82013
H 1.31476 -1.65435 -2.36773
H 5.06352 -2.20851 -0.32998
H 1.79440 -3.38520 2.94649
H -0.74393 -2.63938 3.72422
H -0.81346 0.03512 3.11069
H 3.13404 0.60417 3.82693
H 5.09855 2.52744 3.75256
H 6.36383 2.01828 1.35896
H 5.76839 -1.19818 3.18984
H 6.87050 -3.62347 3.81247
H 5.08085 -5.41684 2.72660
N 1.62434 2.27738 -2.15631
C 0.65716 3.23979 -1.63806
C 0.99246 4.71597 -1.84529
C -0.00409 5.64057 -1.13727
C -0.20326 5.32862 0.35080
N 1.06937 5.25128 1.06035
C 1.55458 4.08011 1.58718
N 0.77876 3.19697 2.09585
N 2.94269 3.99986 1.55645
C -0.69580 2.92801 -2.33653
O -0.66271 2.95201 -3.58779
O -1.66065 2.65282 -1.58947
H 2.56811 2.47021 -1.84094
H 1.59349 2.30488 -3.17018
H 0.55356 3.06093 -0.56664
H 0.99091 4.92182 -2.91854
H 2.01225 4.90801 -1.48301
H -0.97881 5.55976 -1.62511
H 0.31891 6.68294 -1.24805
H -0.71990 4.37863 0.47499
H -0.83733 6.09278 0.80650
H 1.78367 5.88197 0.73629
H -0.95717 2.74692 2.26214
H 1.26921 2.33136 2.31646
H 3.35749 4.26117 0.67414
H 3.32592 3.13454 1.91553
S -2.14027 -2.46528 -5.07307
C -2.11165 -0.79031 -5.47975
C -1.71402 0.00573 -4.44600
C -1.44477 -0.81667 -3.33752
C -1.60579 -2.14891 -3.44968
C -1.34833 -3.15132 -2.40945
C -1.34358 -4.52259 -2.64165
C -1.02924 -5.36685 -1.58892
C -0.72178 -4.82583 -0.35165
C -0.75470 -3.44404 -0.21363
N -1.07256 -2.62993 -1.21094
H -2.40124 -0.48663 -6.47383
H -1.60801 1.08637 -4.44919
H -1.56755 -4.91309 -3.62625
H -1.01305 -6.43939 -1.73922
H -0.45174 -5.44998 0.48883
H -0.50430 -2.97013 0.72997
O -7.92488 -1.19774 2.59961
C -7.32759 -0.14445 2.90300
O -7.72211 0.84500 3.54795
C -5.85398 -0.07194 2.42230
C -5.28387 -1.11806 1.71150
C -3.95499 -1.03147 1.32119
N -3.17514 0.01353 1.58098
C -3.73261 1.02822 2.25432
C -5.04864 1.02985 2.69061
C -2.84685 2.21156 2.54688
O -3.21219 3.19973 3.13980
O -1.61175 2.01434 2.10532
H -5.89240 -1.98355 1.48608
H -3.48775 -1.84349 0.76822
H -5.45348 1.87037 3.23586
*
```

---

3.
DFT (wB97M-V/def2-TZVPD) results for C34H35BrF6IrN6O5S2SbSe as an isolated structure.

Output
⟨S²⟩: 8.881
HOMO level (alpha / beta) in eV: -9.3 / -10.9
Kohn-Sham gap (alpha / beta) in eV: 5.9 / 5.3
E in Eh: -8736.59998
Relative energy (zero: lowest compared OMol25 entry of this formula, charge and spin) in kcal per mole: 0.0

Geometry as ORCA input:
```
! RIJCOSX wB97M-V def2-TZVPD def2/J DEFGRID3
* xyz 1 6
Ir 0.96856 -0.92008 -0.04376
F -3.00202 -3.02605 -2.99733
C -2.15568 -3.98419 -2.62855
F -2.80607 -5.12600 -2.49649
F -1.21744 -4.11272 -3.56084
S -1.40047 -3.49783 -1.01430
O -0.78507 -2.20487 -1.29590
O -2.46774 -3.51841 -0.07003
N -0.36914 -4.65478 -0.75802
S 1.17917 -4.53891 -0.65312
O 1.74449 -5.69977 -0.06099
O 1.63753 -3.25749 -0.10167
C 1.84233 -4.49775 -2.37735
F 3.17125 -4.45018 -2.32309
F 1.46184 -5.56998 -3.04603
F 1.40992 -3.40367 -3.01441
Br -8.97621 3.60248 -1.53209
C -7.13913 4.02786 -1.52549
C -6.42219 3.93948 -0.33741
C -5.07655 4.24442 -0.32644
C -4.43808 4.64700 -1.51263
C -5.18457 4.74903 -2.69834
C -6.52640 4.43426 -2.70603
N -3.09668 4.93441 -1.59530
N -2.39043 4.88599 -0.50269
C -1.54826 3.90821 -0.18832
C -0.82689 4.07590 1.01869
C 0.04700 3.13012 1.50010
C 0.27016 1.93436 0.80805
O 1.11765 1.02602 1.21504
C -0.43364 1.73046 -0.41823
N -0.16935 0.56006 -1.07821
C -0.65995 0.36373 -2.29185
C -1.48257 1.29788 -2.91181
C -1.82387 2.44873 -2.24046
C -1.30617 2.70122 -0.96142
H -6.92467 3.64097 0.57187
H -4.51248 4.19886 0.59482
H -4.68723 5.08174 -3.59949
H -7.10330 4.50899 -3.61677
H -0.99429 4.99523 1.56271
H 0.58664 3.30002 2.42237
H -0.39638 -0.56199 -2.78131
H -1.85104 1.09911 -3.90708
H -2.46925 3.17615 -2.70816
C 4.62912 1.27699 0.73247
C 4.08837 0.73828 2.04687
Sb 2.87133 -0.99561 1.89326
C 4.31893 -2.57096 1.94501
C 4.91453 -2.95639 0.59763
C 1.96170 -1.03421 3.81619
C 3.00990 -0.94765 4.92164
H 5.25191 2.15431 0.90949
H 3.81625 1.58121 0.07328
H 5.24307 0.54225 0.20819
H 3.46838 1.47556 2.55588
H 4.89777 0.44433 2.71853
H 3.84987 -3.42071 2.44275
H 5.09137 -2.18320 2.61351
H 4.15918 -3.34956 -0.07705
H 5.67430 -3.72630 0.73373
H 5.39822 -2.10541 0.11331
H 1.36548 -1.94082 3.90289
H 1.28018 -0.18280 3.82425
H 3.70806 -1.78488 4.88671
H 2.52720 -0.96926 5.89907
H 3.58550 -0.02362 4.86525
C -3.63310 -2.74253 4.06393
C -2.54274 -2.27355 3.15497
C -2.62184 -1.06534 2.47204
C -1.60197 -0.67515 1.63080
N -0.50612 -1.41705 1.43428
C -0.41648 -2.58395 2.09500
C -1.39393 -3.03297 2.95116
H -4.54560 -2.16856 3.91976
H -3.32432 -2.63691 5.10563
H -3.84961 -3.79614 3.89081
H -3.48908 -0.42739 2.57298
H -1.67052 0.25211 1.08365
H 0.46766 -3.17615 1.90553
H -1.26666 -3.99195 3.43502
Se 2.70280 -0.75388 -1.64594
C 2.71603 0.90728 -2.57461
C 2.33747 2.12831 -2.03072
C 2.40993 3.24954 -2.84195
N 2.81681 3.22032 -4.10810
C 3.19015 2.05059 -4.61173
C 3.16834 0.86421 -3.88968
H 2.01388 2.21925 -1.00416
H 2.12414 4.21952 -2.45122
H 3.52515 2.05275 -5.64222
H 3.48569 -0.06199 -4.35028
*
```

---

4.
DFT (wB97M-V/def2-TZVPD) results for C34H35EuN3O2SSb as an isolated structure.

Output
⟨S²⟩: 15.760
HOMO level (alpha / beta) in eV: -9.8 / -10.9
Kohn-Sham gap (alpha / beta) in eV: 7.5 / 8.7
E in Eh: -2979.85792

Geometry as ORCA input:
```
! RIJCOSX wB97M-V def2-TZVPD def2/J DEFGRID3
* xyz 1 8
Eu 1.88686 -0.92713 1.00903
O 5.88196 -2.06237 0.23714
C 4.67325 -1.95669 0.56854
N 4.13476 -0.96061 1.23720
C 4.98217 0.18392 1.50383
C 4.29470 1.47453 1.14526
C 5.03168 2.68223 1.17149
C 4.44196 3.91736 1.09176
C 3.01351 3.95515 1.05117
C 2.32518 2.76053 1.02757
N 2.96870 1.51744 1.09418
C 3.88340 -3.08075 0.11729
C 4.51900 -4.12640 -0.65243
C 3.80678 -5.22620 -1.04281
C 2.49019 -5.36796 -0.51732
C 1.93255 -4.32787 0.20761
N 2.64049 -3.27808 0.54167
H 5.92002 0.15728 0.90437
H 5.24004 0.22441 2.56244
H 6.08571 2.66118 1.36646
H 4.99072 4.85169 1.22881
H 2.43359 4.90747 1.05237
H 1.22131 2.65405 1.15433
H 5.52419 -3.95404 -1.07015
H 4.39141 -5.91877 -1.62579
H 1.87710 -6.28610 -0.63586
H 1.02728 -4.44435 0.73574
C -1.92325 -2.50846 3.20115
C -0.78690 -2.46008 4.30094
S 0.27363 -0.98998 4.52376
O 0.95154 -0.93821 3.12334
C -1.01013 0.36637 4.53940
C -1.40147 0.99506 3.25188
H -2.40586 -3.44892 3.33995
H -1.62262 -2.38676 2.13207
H -2.72442 -1.70790 3.34088
H -0.05273 -3.30196 4.15129
H -1.21639 -2.60143 5.31780
H -0.64127 1.12991 5.22597
H -1.86537 -0.17200 5.03469
H -0.63384 1.56136 2.70294
H -2.19167 1.71730 3.35158
H -1.88972 0.24963 2.58189
C -3.80038 -2.78388 -2.46340
C -2.53383 -3.08718 -1.94061
C -1.68458 -2.04967 -1.55218
C -2.05271 -0.73444 -1.84668
C -3.25300 -0.43087 -2.50217
C -4.15266 -1.45846 -2.73619
Sb -0.59947 0.63418 -1.03312
C -0.67648 1.67513 -2.98481
C 0.07261 1.10400 -4.00695
C -0.21573 1.41916 -5.37796
C -1.26128 2.31393 -5.69095
C -1.99902 2.96372 -4.61460
C -1.68899 2.64607 -3.28508
C -2.16736 1.85786 -0.10184
C -1.86224 3.20649 -0.00799
C -2.91354 4.11726 0.09683
C -4.19551 3.69502 -0.07726
C -4.46985 2.38567 -0.15711
C -3.46873 1.42025 -0.09768
H -4.54480 -3.58213 -2.57980
H -2.25881 -4.13800 -1.84534
H -0.82146 -2.25387 -0.90825
H -3.47398 0.58160 -2.73660
H -5.20761 -1.23984 -2.97989
H 0.89196 0.39802 -3.84511
H 0.29917 0.87935 -6.17503
H -1.50097 2.56310 -6.70214
H -2.80553 3.67943 -4.81091
H -2.27273 3.05148 -2.48176
H -0.83426 3.57352 -0.13601
H -2.70905 5.18214 0.29311
H -5.00270 4.44671 -0.05300
H -5.48661 2.06512 -0.27982
H -3.82789 0.36530 0.03686
*
```

---

5.
DFT (wB97M-V/def2-TZVPD) results for a 9-piece molecular cluster, C34H35F8N3O26 overall.

Output
SMILES string: CN1C(=O)c2cc(CN)cc(N)c2C1=O.O=C1OC[C@@H](F)O1.O=C1OC[C@@H](F)O1.O=C1OC[C@@H](F)O1.O=C1OC[C@@H](F)O1.O=C1OC[C@@H](F)O1.O=C1OC[C@@H](F)O1.O=C1OC[C@@H](F)O1.O=C1OC[C@@H](F)O1
HOMO level in eV: -9.0
Kohn-Sham gap in eV: 9.0
E in Eh: -4236.20260

Geometry as ORCA input:
```
! RIJCOSX wB97M-V def2-TZVPD def2/J DEFGRID3
* xyz 0 1
C -0.05227 3.15130 -0.33627
N -1.45234 3.05212 0.10937
C -2.37264 3.92350 -0.56222
O -2.08053 4.94456 -1.11980
C -3.70139 3.25989 -0.48391
C -4.96503 3.76802 -0.62722
C -6.04101 2.88258 -0.51594
C -7.44041 3.45468 -0.64843
N -8.43999 2.65999 -1.33908
C -5.80764 1.52691 -0.27269
C -4.51864 1.02025 -0.11093
N -4.34246 -0.34985 0.18351
C -3.46710 1.91580 -0.21733
C -2.00711 1.74861 -0.09467
O -1.33715 0.74328 -0.17299
H 0.58135 2.68236 0.40966
H 0.08511 2.68917 -1.31330
H 0.21902 4.20037 -0.40192
H -5.11214 4.82233 -0.81914
H -7.37629 4.42847 -1.13296
H -7.81047 3.63763 0.36543
H -8.63620 1.78886 -0.86827
H -8.20202 2.50644 -2.30744
H -6.60384 0.79865 -0.17976
H -4.54576 -0.91774 -0.63181
H -3.37373 -0.53779 0.41618
O 3.09665 3.66943 -0.41258
C 3.34789 2.59480 -0.84211
O 3.27677 2.24021 -2.14108
C 3.78696 0.90018 -2.27641
C 3.60598 0.36547 -0.87110
F 4.57892 -0.51562 -0.51856
O 3.73861 1.53178 -0.08026
H 4.84009 0.93875 -2.55051
H 3.23251 0.35075 -3.02435
H 2.63280 -0.08915 -0.67510
O 4.53769 -1.38824 -3.80840
C 5.19372 -1.15885 -4.77242
O 4.98162 -1.66280 -5.99812
C 5.89105 -1.02598 -6.91715
C 6.98621 -0.56023 -5.98384
F 7.55534 0.60288 -6.38221
O 6.27886 -0.33722 -4.77307
H 5.39183 -0.18274 -7.39293
H 6.22761 -1.72168 -7.67074
H 7.77509 -1.29218 -5.80579
O -2.44718 -4.85992 2.07657
C -1.76606 -4.11762 1.45686
O -2.00573 -2.79864 1.28257
C -0.88896 -2.22011 0.59380
C -0.29720 -3.42944 -0.09524
F 1.05476 -3.35576 -0.21218
O -0.63107 -4.48024 0.78852
H -0.19567 -1.80184 1.31913
H -1.21062 -1.44150 -0.08726
H -0.71662 -3.64495 -1.08013
O -8.66495 0.16226 0.44233
C -9.64569 0.33730 1.08879
O -10.90294 0.32616 0.61180
C -11.80711 0.43085 1.71886
C -10.93032 1.07200 2.77424
F -11.23776 0.65744 4.02378
O -9.64168 0.58580 2.42559
H -12.12295 -0.56633 2.02709
H -12.67484 1.02507 1.44988
H -10.91615 2.16268 2.75593
O 1.04918 -2.48808 3.64536
C 2.19399 -2.29334 3.41437
O 2.67037 -1.71525 2.28728
C 4.07986 -1.52009 2.44079
C 4.41864 -2.54964 3.49691
F 5.42538 -2.14384 4.31140
O 3.22038 -2.62478 4.24422
H 4.26825 -0.50754 2.80172
H 4.59861 -1.67120 1.50130
H 4.66089 -3.53935 3.10767
O 10.75328 -2.41250 7.84327
C 9.62750 -2.57640 7.52454
O 8.68412 -1.60572 7.46337
C 7.49577 -2.16622 6.89724
C 7.67769 -3.64053 7.18809
F 7.13726 -4.42756 6.22679
O 9.08448 -3.77826 7.17025
H 7.47634 -1.97610 5.82422
H 6.61084 -1.73634 7.35742
H 7.29878 -3.96364 8.15911
O 7.35736 -0.78965 -9.33551
C 8.05981 0.04830 -9.79905
O 7.73370 1.35211 -9.89826
C 8.88406 2.06923 -10.36172
C 9.67451 0.97396 -11.04824
F 11.00861 1.15651 -10.94489
O 9.29766 -0.17460 -10.30481
H 9.43128 2.47012 -9.50794
H 8.59031 2.87854 -11.02305
H 9.41975 0.81694 -12.09740
O -9.09890 -0.82858 8.46850
C -8.58111 -0.57112 7.43762
O -8.97750 -1.03680 6.22873
C -8.20189 -0.38587 5.21798
C -6.97087 0.03451 5.99166
F -6.44790 1.19722 5.53423
O -7.49020 0.23545 7.29273
H -8.74606 0.47863 4.84356
H -7.98888 -1.06470 4.39727
H -6.17909 -0.71500 6.03254
*
```